(1)
DFT (the ωB97M-V functional and the def2-TZVPD basis) results for a structure of composition C3H12BrCuN6O3 at a distorted geometry.

```
26
C3H12BrCuN6O3 the ωB97M-V functional and the def2-TZVPD basis
Cu 3.23 -1.18 3.71
Br 1.12 -0.41 -0.38
C -5.37 -0.01 2.90
O -4.71 -0.75 3.62
N -4.93 0.49 1.79
N -6.59 0.31 3.15
H -3.93 0.45 1.65
H -5.51 1.03 1.17
H -6.95 1.14 2.69
H -7.03 0.01 4.01
C 6.84 2.95 1.63
O 6.24 2.22 2.33
N 6.71 3.08 0.31
N 7.74 3.84 2.10
H 6.07 2.56 -0.27
H 7.33 3.74 -0.13
H 7.80 3.96 3.10
H 8.08 4.59 1.51
C -2.27 -3.92 -4.64
O -2.99 -4.58 -5.37
N -2.42 -3.74 -3.38
N -1.28 -3.10 -5.08
H -3.31 -4.08 -3.05
H -2.00 -3.03 -2.80
H -1.06 -3.10 -6.07
H -0.81 -2.47 -4.46
```

- multiplicity = 2
- HOMO level (spin up / spin down) (eV) = -11.3 / -11.3
- charge = +1
- gap between HOMO and LUMO (spin up / spin down) (eV) = 3.8 / 3.8
- energy (hartree) = -4889.94387

***

(2)
DFT (the ωB97M-V functional and the def2-TZVPD basis) results for a structure of composition C3H12FMgO3V at a distorted geometry.

```
21
C3H12FMgO3V the ωB97M-V functional and the def2-TZVPD basis
Mg -1.85 -0.64 -3.89
V 2.51 -2.86 0.12
F 1.04 -1.42 -2.90
C -0.30 3.38 -2.99
O -0.96 2.73 -4.19
H -0.45 4.45 -2.93
H -0.83 2.97 -2.13
H 0.74 3.14 -2.81
H -1.01 3.39 -4.89
C 2.33 1.56 3.28
O 2.36 0.87 2.07
H 1.59 1.15 3.96
H 3.28 1.58 3.81
H 2.18 2.62 3.05
H 2.52 1.45 1.32
C -2.17 -4.39 1.60
O -1.52 -3.16 1.33
H -2.61 -4.34 2.59
H -2.94 -4.58 0.85
H -1.67 -5.36 1.53
H -2.23 -2.52 1.23
```

- multiplicity = 4
- HOMO level (spin up / spin down) (eV) = -18.0 / -18.1
- charge = +3
- gap between HOMO and LUMO (spin up / spin down) (eV) = 3.2 / 4.0
- energy (hartree) = -1589.70146

***

(3)
DFT (the ωB97M-V functional and the def2-TZVPD basis) results for a structure of composition C3H12FO3Pd at a distorted geometry.

```
20
C3H12FO3Pd the ωB97M-V functional and the def2-TZVPD basis
Pd -12.43 2.72 1.34
F -12.40 4.36 -0.04
C -10.89 6.35 -2.20
O -11.12 4.96 -2.42
H -10.59 6.82 -3.14
H -11.78 6.90 -1.89
H -10.07 6.47 -1.49
H -11.39 4.60 -1.56
C -14.41 4.28 -3.03
O -14.85 4.35 -1.67
H -13.88 5.19 -3.33
H -13.74 3.44 -3.23
H -15.34 4.08 -3.56
H -14.00 4.42 -1.22
C -14.65 7.17 -0.08
O -13.49 6.98 0.71
H -14.39 7.15 -1.14
H -15.41 6.41 0.12
H -15.08 8.16 0.09
H -13.16 6.12 0.42
```

- multiplicity = 4
- HOMO level (spin up / spin down) (eV) = -17.7 / -17.1
- charge = +2
- gap between HOMO and LUMO (spin up / spin down) (eV) = 9.6 / 3.7
- energy (hartree) = -573.99424

***

> Which formula does entry 3 have?

C3H12FO3Pd